ORCA calculation (ωB97M-V with the def2-TZVPD basis set) on 2 unconnected molecules or ions with the total composition C16H35BN7O5S at a distorted geometry.

Atoms and positions in Å:
C1 5.5234 -1.7475 1.6272
C2 5.8897 -0.6739 0.4397
N1 4.9321 0.5348 0.3920
C3 4.2092 0.4816 -0.9353
C4 3.0607 1.6328 -1.1501
N2 1.6926 1.2536 -0.5410
C5 1.5250 1.5782 0.9175
N3 0.5728 2.7309 1.2157
C6 0.7903 0.7160 -1.4092
N4 0.9905 0.4127 -2.9093
C7 -0.2732 -0.1449 -3.5270
S1 -0.5764 -0.6868 -5.2946
N5 -1.1662 -0.1455 -2.2932
C8 -2.5568 -0.6471 -2.6115
B1 -2.7463 -2.2788 -2.5404
O1 -1.6265 -3.2216 -2.3265
O2 -4.1288 -2.8540 -2.6770
N6 -0.6102 0.3019 -1.0726
C9 -1.4518 0.2722 0.1683
C10 -2.4707 1.5981 0.2097
C11 -3.8493 1.1554 1.0471
C12 -5.1236 0.9117 0.0237
C13 -4.3218 2.3040 2.1407
C14 5.8955 1.7380 0.4594
C15 5.8607 2.5635 1.9113
O3 6.6648 2.1218 -0.5714
H1 4.7162 -1.2799 2.3344
H2 5.1913 -2.7497 1.1093
H3 6.4921 -1.9116 2.3050
H4 5.9911 -1.1874 -0.6248
H5 6.9842 -0.2676 0.6885
H6 5.0304 0.4494 -1.7905
H7 3.6655 -0.5725 -0.9868
H8 2.9703 2.0268 -2.2553
H9 3.4177 2.5761 -0.5110
H10 1.2454 0.5787 1.5077
H11 2.5738 1.9077 1.3830
H12 1.0510 3.4791 1.7909
H13 -0.1341 2.3067 1.8883
H14 -0.5598 -2.0970 -5.3485
H15 -2.9417 -0.2906 -3.6838
H16 -3.3340 -0.1641 -1.8449
H17 -1.3099 -3.0070 -1.3792
H18 -4.5795 -2.8837 -1.7680
H19 -2.1934 -0.6634 0.1518
H20 -0.8763 0.1981 1.1838
H21 -2.0244 2.5000 0.8065
H22 -2.7074 1.9609 -0.8770
H23 -3.6491 0.1734 1.6570
H24 -6.0893 0.8727 0.7086
H25 -5.0624 -0.1515 -0.5076
H26 -5.2828 1.7953 -0.7378
H27 -5.1704 2.9445 1.6160
H28 -3.4418 2.9452 2.5699
H29 -4.8657 1.7377 3.0394
H30 6.6623 2.1027 2.6522
H31 4.8047 2.3678 2.4288
H32 6.0452 3.7211 1.7752
C16 -4.0045 -4.8076 1.5359
N7 -4.4269 -3.4000 1.3032
O4 -5.1307 -2.8695 2.1705
O5 -4.0400 -2.8675 0.2564
H33 -4.4147 -5.1465 2.4896
H34 -4.3950 -5.4091 0.7126
H35 -2.9130 -4.8247 1.5577

Cartesian forces (eV/Å) of the 3 atoms listed first:
C 0.5300 0.3542 -0.2067
C 1.6510 -0.5026 0.6800
N 1.7804 0.7864 -1.0077

Results
Gap between HOMO and LUMO (eV): 8.26
Charge: +1
DFT total energy (a.u.): -1812.520388

ORCA calculation (ωB97M-V with the def2-TZVPD basis set) on a single C9H9NS molecule at a distorted geometry.

Atoms and positions in Å:
C1 2.4479 -1.3080 -0.6987
C2 2.0336 -2.3645 0.1120
C3 0.7331 -2.4486 0.6181
C4 -0.1019 -1.3790 0.4692
C5 0.2905 -0.2732 -0.3738
C6 1.5433 -0.2962 -0.9646
C7 -0.6632 0.8658 -0.7154
C8 -1.0843 1.4787 0.6839
C9 -2.5167 1.4273 1.0728
N1 -1.5270 0.6954 1.7774
S1 -1.6689 -1.3473 1.4317
H1 3.4739 -1.2367 -1.2375
H2 2.5639 -3.2763 0.3509
H3 0.5865 -3.3396 1.0652
H4 1.7449 0.4980 -1.6244
H5 -0.3234 1.7715 -1.1927
H6 -1.4414 0.3647 -1.2118
H7 -0.6288 2.3694 1.0773
H8 -2.8502 2.2924 1.6144
H9 -3.2922 0.9739 0.5293

Cartesian forces (eV/Å) of the 3 atoms listed first:
C 1.8556 -0.3020 -0.8428
C -0.3322 -0.3552 -0.6067
C 2.2555 2.7297 -1.6911

Results
ΔE to the lowest compared entry with this formula, charge and spin (kJ/mol): 284.2
Gap between HOMO and LUMO (eV): 8.25
DFT total energy (a.u.): -801.172476

ORCA calculation (ωB97M-V with the def2-TZVPD basis set) on a single C2H4N4O molecule at a distorted geometry.

Atoms and positions in Å:
H1 2.7326 -1.2593 0.2065
N1 2.7653 -0.1787 0.0870
C1 1.5593 0.2172 -0.1172
N2 1.0756 1.5021 -0.0801
N3 -0.1403 1.4601 -0.2385
N4 -0.5858 0.2566 -0.5499
C2 -1.7208 -0.2337 0.2507
O1 0.4866 -0.6340 -0.6070
H2 -1.5766 -0.2275 1.3410
H3 -1.8354 -1.2256 -0.1801
H4 -2.7606 0.3228 -0.1125

Cartesian forces (eV/Å) of the 3 atoms listed first:
H 0.2435 2.2878 -0.6425
N -2.3357 -1.6235 0.5497
C 2.3133 -2.8659 -1.1561

Results
ΔE to the lowest compared entry with this formula, charge and spin (kJ/mol): 423.7
Gap between HOMO and LUMO (eV): 9.67
DFT total energy (a.u.): -372.738945

ORCA calculation (ωB97M-V with the def2-TZVPD basis set) on 3 unconnected molecules or ions with the total composition C4H10O3 at a distorted geometry.

Atoms and positions in Å:
C1 -1.6746 1.2060 0.5497
C2 -1.6544 0.4999 -0.5728
C3 -0.4808 -0.0531 -1.2490
C4 -0.5478 -0.5132 -2.5044
O1 0.7437 0.2028 -0.6796
H1 -0.7987 1.5053 1.1094
H2 -2.6031 1.4463 1.0499
H3 -2.5640 0.4681 -1.1602
H4 0.2590 -0.9903 -3.0379
H5 -1.5667 -0.5950 -2.8658
H6 0.7729 1.0264 -0.1795
O2 0.9398 -1.9727 1.4729
H7 0.4320 -1.4980 0.8031
H8 0.9435 -2.8847 1.1594
O3 1.8031 0.9827 1.8482
H9 1.8443 0.0206 1.9522
H10 1.2262 1.2286 2.5905

Cartesian forces (eV/Å) of the 3 atoms listed first:
C 0.0424 -0.2094 0.6667
C -0.2594 0.4461 -0.4091
C 1.0015 2.0095 -0.7936

Results
ΔE to the lowest compared entry with this formula, charge and spin (kJ/mol): 190.2
Gap between HOMO and LUMO (eV): 9.56
DFT total energy (a.u.): -384.077181

ORCA calculation (ωB97M-V with the def2-TZVPD basis set) on 2 unconnected molecules or ions with the total composition C6H14N2 at a distorted geometry.

Atoms and positions in Å:
C1 -2.1679 0.3374 1.4537
C2 -1.0899 -0.1208 0.5182
C3 0.1615 -0.4044 0.8519
N1 0.6421 -0.4109 2.1620
C4 1.2301 -0.9199 -0.1924
C5 0.6144 -1.7915 -1.2762
H1 -2.2673 -0.3278 2.3207
H2 -3.1270 0.3374 0.9381
H3 -1.9793 1.3537 1.8024
H4 -1.3512 -0.1228 -0.5429
H5 1.6254 -0.1905 2.2517
H6 0.0902 0.1516 2.7913
H7 1.9222 -1.5230 0.4070
H8 1.8611 -0.1374 -0.6300
H9 -0.0718 -2.5174 -0.8304
H10 1.3969 -2.3278 -1.8173
H11 0.0398 -1.2136 -1.9836
C6 0.7215 2.0892 -1.3442
N2 -0.3643 1.7692 -1.8877
H12 0.6779 2.5283 -0.3541
H13 1.7156 2.0185 -1.7942
H14 -0.2799 1.4226 -2.8440

Cartesian forces (eV/Å) of the 3 atoms listed first:
C 0.0607 -0.2865 0.0602
C -0.3299 0.1213 -0.6751
C 1.3314 -0.5320 -1.3966

Results
ΔE to the lowest compared entry with this formula, charge and spin (kJ/mol): 153.6
Gap between HOMO and LUMO (eV): 8.76
DFT total energy (a.u.): -346.468673

ORCA calculation (ωB97M-V with the def2-TZVPD basis set) on a molecular structure, C24H37NRuSbSe4Si4Te.

Atoms and positions in Å:
Ru1 0.1045 2.7150 -0.9061
C1 4.0200 4.2875 -1.5790
C2 4.4411 4.6210 -0.2889
C3 3.5859 4.4087 0.7725
C4 2.3170 3.8641 0.5545
C5 1.8782 3.5101 -0.7406
C6 2.7674 3.7467 -1.8019
C7 1.3565 3.5996 1.6167
C8 1.5836 3.8619 2.9937
C9 0.6277 3.5559 3.9045
C10 -0.5984 2.9866 3.4834
C11 -1.6338 2.6407 4.3766
C12 -2.8014 2.1068 3.9061
C13 -2.9817 1.9088 2.5244
C14 -1.9911 2.2259 1.6386
C15 -0.7755 2.7652 2.1003
N1 0.2138 3.0701 1.2058
H1 4.6845 4.4568 -2.4197
H2 5.4245 5.0452 -0.1246
H3 3.9072 4.6708 1.7746
H4 2.4554 3.4965 -2.8066
H5 2.5232 4.2973 3.3024
H6 0.7854 3.7437 4.9613
H7 -1.4873 2.8147 5.4372
H8 -3.6009 1.8548 4.5921
H9 -3.9255 1.5371 2.1486
H10 -2.1354 2.1026 0.5744
Se1 -3.8778 5.5100 -3.7154
Sb1 -3.2705 4.2223 -1.7541
Se2 -0.1054 1.5575 -2.8237
Se3 -0.8931 4.9381 -1.0851
Se4 -4.7254 4.3496 0.1928
C16 -1.6306 -1.7163 -3.8243
Si1 -0.0757 -2.3532 -2.9829
C17 -0.1921 -4.2360 -3.1689
C18 1.4685 -1.7762 -3.8831
Si2 0.0808 -1.8477 -0.6903
Te1 1.0276 0.3028 0.1837
Si3 1.6190 -3.3095 0.3151
C19 1.8211 -2.9033 2.1445
C20 1.1143 -5.1345 0.2468
C21 3.3049 -3.1595 -0.5110
Si4 -2.0332 -2.0066 0.3001
C22 -1.9263 -1.6821 2.1510
C23 -2.8471 -3.7005 0.0629
C24 -3.1357 -0.6948 -0.4674
H11 -1.5672 -1.9317 -4.8962
H12 -1.7701 -0.6442 -3.6921
H13 -2.5114 -2.2332 -3.4328
H14 -0.2927 -4.4850 -4.2304
H15 -1.0669 -4.6310 -2.6462
H16 0.6901 -4.7521 -2.7871
H17 1.3764 -1.9514 -4.9598
H18 2.3577 -2.2994 -3.5236
H19 1.6053 -0.7055 -3.7211
H20 0.9088 -3.1371 2.6979
H21 2.0392 -1.8440 2.2900
H22 2.6407 -3.4901 2.5722
H23 0.1532 -5.2926 0.7423
H24 1.8605 -5.7530 0.7565
H25 1.0234 -5.4955 -0.7784
H26 3.6061 -2.1116 -0.5681
H27 3.2823 -3.5623 -1.5267
H28 4.0605 -3.7109 0.0572
H29 -1.4244 -2.4989 2.6763
H30 -2.9298 -1.5694 2.5730
H31 -1.3691 -0.7611 2.3370
H32 -2.2485 -4.4951 0.5155
H33 -2.9734 -3.9372 -0.9966
H34 -3.8368 -3.7146 0.5299
H35 -2.6262 0.2717 -0.4754
H36 -4.0660 -0.5856 0.0980
H37 -3.3903 -0.9336 -1.5019

Cartesian forces (eV/Å) of the 3 atoms listed first:
Ru -0.4748 -0.5377 -0.1585
C -0.0500 -0.0185 0.0017
C 0.0170 0.0068 -0.0016

Results
2S+1: 2
Gap between HOMO and LUMO (spin up / spin down) (eV): 5.15 / 5.54
Charge: -2
DFT total energy (a.u.): -12358.607777

ORCA calculation (ωB97M-V with the def2-TZVPD basis set) on 12 unconnected molecules or ions with the total composition C44H124Cl10N18O7P6 at a distorted geometry.

Atoms and positions in Å:
C1 -0.1466 8.5647 -1.9795
N1 -0.9701 7.8831 -3.0336
C2 -1.4004 8.7382 -4.1840
P1 -1.8446 6.4573 -2.7322
O1 -3.2606 6.7171 -2.3327
N2 -1.7684 5.5908 -4.2565
C3 -3.0261 5.3177 -4.9708
C4 -0.5649 5.2726 -5.0699
N3 -1.0227 5.5192 -1.5817
C5 0.3397 5.0404 -1.7146
C6 -1.8603 4.7845 -0.6889
H1 -0.4863 9.5482 -1.6550
H2 0.9013 8.5594 -2.2794
H3 -0.1870 7.9043 -1.1132
H4 -2.2870 8.2955 -4.6380
H5 -0.5655 8.8049 -4.8816
H6 -1.7614 9.6911 -3.7970
H7 -3.7404 5.1504 -4.1646
H8 -3.3584 6.2366 -5.4538
H9 -2.9772 4.4106 -5.5733
H10 -0.1661 4.3695 -4.6079
H11 -0.8523 4.9930 -6.0835
H12 0.2074 6.0379 -5.1473
H13 0.3292 4.0967 -2.2599
H14 0.9789 5.8173 -2.1341
H15 0.7405 4.8149 -0.7264
H16 -1.3514 3.9990 -0.1302
H17 -2.6840 4.2592 -1.1722
H18 -2.4060 5.4705 -0.0410
C7 -0.0553 0.7675 1.5476
N4 1.0485 0.2620 0.6367
C8 2.3749 0.1549 1.2537
P2 0.6978 -0.6237 -0.8526
O2 1.9451 -1.0159 -1.5937
N5 -0.2158 -1.9577 -0.2647
C9 0.0260 -2.6979 0.9295
C10 -1.3238 -2.5358 -0.9726
N6 -0.3970 0.4451 -1.6073
C11 0.0353 1.4004 -2.6055
C12 -1.7852 0.7723 -1.0892
H19 -0.8725 0.0490 1.4835
H20 -0.4675 1.7149 1.2004
H21 0.2492 0.9657 2.5752
H22 2.3907 -0.8133 1.7541
H23 2.6234 0.8418 2.0628
H24 3.1500 0.1394 0.4875
H25 0.9601 -2.3957 1.4032
H26 -0.7726 -2.4081 1.6124
H27 0.0298 -3.7862 0.8694
H28 -1.6021 -1.9453 -1.8455
H29 -1.0682 -3.5002 -1.4116
H30 -2.2665 -2.6329 -0.4341
H31 0.5488 0.8114 -3.3655
H32 -0.8404 1.9365 -2.9714
H33 0.6786 2.1643 -2.1688
H34 -1.8027 1.4992 -0.2772
H35 -2.2431 -0.0890 -0.6027
H36 -2.4582 1.1037 -1.8800
C13 -3.8056 -4.7046 1.4975
N7 -3.7855 -6.0237 2.1992
C14 -2.9449 -7.0333 1.5651
P3 -4.0932 -6.2131 3.9047
O3 -4.2449 -7.6600 4.2465
N8 -2.7083 -5.4278 4.4818
C15 -1.4091 -6.1307 4.5308
C16 -2.3810 -3.9799 4.4498
N9 -5.3475 -5.1123 4.2068
C17 -6.5060 -5.3587 3.3822
C18 -5.7043 -4.7791 5.6146
H37 -4.6390 -4.1224 1.8905
H38 -4.1361 -4.9618 0.4911
H39 -2.8714 -4.1475 1.4264
H40 -1.9058 -6.7356 1.7055
H41 -3.1604 -7.0762 0.4975
H42 -3.1446 -7.9636 2.0969
H43 -0.7217 -5.8273 3.7411
H44 -0.9737 -5.9045 5.5042
H45 -1.5773 -7.2055 4.4640
H46 -1.4924 -3.7890 3.8481
H47 -3.2089 -3.3758 4.0786
H48 -2.1762 -3.5688 5.4382
H49 -6.3474 -5.2809 2.3066
H50 -6.9387 -6.3412 3.5706
H51 -7.2723 -4.6478 3.6913
H52 -4.8113 -4.5472 6.1950
H53 -6.2066 -5.6297 6.0753
H54 -6.3756 -3.9212 5.6527
C19 0.1857 -2.2449 -4.3543
N10 -0.6365 -1.8162 -5.5156
C20 -0.2658 -0.4577 -5.9915
P4 -2.0147 -2.7220 -5.9116
O4 -1.8386 -4.1603 -5.6704
N11 -3.2060 -1.8606 -4.9786
C21 -3.5856 -0.4802 -5.3063
C22 -3.8671 -2.5300 -3.8793
N12 -2.4137 -2.3953 -7.5681
C23 -1.5193 -2.8228 -8.7149
C24 -3.8178 -2.1531 -8.0169
H55 0.3123 -3.3121 -4.5367
H56 -0.3505 -2.1679 -3.4084
H57 1.1007 -1.6600 -4.2607
H58 -0.6721 -0.3135 -6.9926
H59 0.8180 -0.3857 -6.0834
H60 -0.6912 0.2705 -5.3009
H61 -3.3267 0.1930 -4.4891
H62 -3.0444 -0.1459 -6.1915
H63 -4.6602 -0.5559 -5.4722
H64 -3.1661 -2.5538 -3.0449
H65 -4.6615 -1.8692 -3.5323
H66 -4.2458 -3.5142 -4.1550
H67 -0.4581 -2.6603 -8.5264
H68 -1.6902 -3.8738 -8.9477
H69 -1.7379 -2.3170 -9.6554
H70 -3.8932 -2.4618 -9.0596
H71 -4.0963 -1.1146 -7.8382
H72 -4.5671 -2.6975 -7.4423
C25 -1.3191 4.4245 5.7113
N13 -1.0245 4.1018 4.2730
C26 -1.9685 3.2900 3.4485
P5 0.3003 4.7977 3.4079
O5 0.4497 4.3124 2.0059
N14 0.0611 6.4433 3.6133
C27 -0.4813 7.3814 2.6280
C28 0.2291 7.0988 4.9399
N15 1.6711 4.3241 4.3000
C29 1.9110 2.8941 4.4753
C30 2.9487 4.9606 4.0945
H73 -0.3720 4.4033 6.2505
H74 -2.0179 3.6871 6.1064
H75 -1.8104 5.3782 5.9041
H76 -1.9090 2.2273 3.6834
H77 -1.7634 3.4995 2.3987
H78 -2.9912 3.6190 3.6331
H79 -1.1647 8.0941 3.0896
H80 0.2546 7.9608 2.0704
H81 -0.9196 6.7665 1.8418
H82 1.0648 7.7940 4.8601
H83 -0.6667 7.6380 5.2479
H84 0.5483 6.3721 5.6869
H85 2.1580 2.4852 3.4955
H86 2.6336 2.6660 5.2588
H87 0.9675 2.3871 4.6776
H88 3.0981 4.9420 3.0150
H89 3.7404 4.4186 4.6117
H90 2.9432 6.0039 4.4099
C31 8.5473 -3.5591 -0.1991
N16 7.8175 -3.3831 1.0741
C32 7.7226 -4.6048 1.9151
P6 6.7721 -1.9948 1.1366
O6 7.2312 -0.7842 0.3450
N17 5.2867 -2.6521 0.5062
C33 4.5002 -3.7312 1.1179
C34 4.9096 -2.3423 -0.8008
N18 6.5657 -1.6890 2.8133
C35 7.8373 -1.3947 3.4983
C36 5.4765 -0.8624 3.2153
H91 9.3864 -4.2549 -0.1998
H92 8.9574 -2.6165 -0.5616
H93 7.8506 -3.8679 -0.9785
H94 8.7098 -4.8450 2.3098
H95 7.5228 -5.4752 1.2902
H96 7.0323 -4.4165 2.7374
H97 3.6814 -4.0644 0.4802
H98 5.2530 -4.5132 1.2168
H99 4.1241 -3.4161 2.0913
H100 5.6125 -2.8683 -1.4469
H101 3.8785 -2.5973 -1.0454
H102 5.1199 -1.2898 -0.9909
H103 8.4205 -2.3155 3.5068
H104 8.4313 -0.6259 3.0042
H105 7.6215 -0.9941 4.4888
H106 4.5598 -1.1540 2.7027
H107 5.7693 0.1832 3.1208
H108 5.2879 -1.1052 4.2611
C37 2.5948 3.2471 0.1795
C38 3.6285 3.2058 -0.9970
C39 3.7106 1.8988 -1.7048
O7 4.1986 4.1863 -1.3907
H109 1.5791 3.0386 -0.1565
H110 2.5118 4.2484 0.6021
H111 2.9884 2.6585 1.0082
H112 2.7871 1.3197 -1.7077
H113 4.4962 1.2768 -1.2759
H114 3.9943 2.0592 -2.7450
Cl1 0.4060 -2.8216 6.7376
C40 1.7211 -1.7365 6.1793
Cl2 2.1592 -1.9223 4.4663
H115 1.5372 -0.6631 6.2249
H116 2.6217 -1.9341 6.7607
Cl3 -3.1858 -0.4127 3.2559
C41 -3.0464 0.0263 5.0024
Cl4 -1.3370 0.2349 5.4072
H117 -3.6320 0.8917 5.3128
H118 -3.4377 -0.8222 5.5637
Cl5 0.1366 -5.9275 -1.4942
C42 0.0569 -6.2310 -3.2627
Cl6 0.0294 -7.9022 -3.7906
H119 -0.8372 -5.7298 -3.6336
H120 0.9085 -5.7005 -3.6885
Cl7 -7.6378 -3.0089 -0.6428
C43 -6.7387 -1.4670 -0.9577
Cl8 -5.0960 -1.6755 -0.3557
H121 -6.7654 -1.2880 -2.0326
H122 -7.2347 -0.6705 -0.4030
Cl9 5.5310 -1.3227 -4.2039
C44 3.8741 -0.8961 -3.7618
Cl10 3.2143 0.2831 -4.9582
H123 3.3218 -1.8254 -3.9009
H124 3.9873 -0.4734 -2.7635

Cartesian forces (eV/Å) of the 3 atoms listed first:
C -0.4330 -1.7735 -0.4368
N 0.2790 0.0711 0.5884
C -0.0249 -1.1584 1.2291

Results
Gap between HOMO and LUMO (eV): 7.89
DFT total energy (a.u.): -9913.318633